Molecular formula: C15H14AgN5O3S
Method: DFT, wB97M-V/def2-TZVPD

Calculated values
- spin multiplicity = 2
- electronic energy (hartree) = -1624.642395
- lowest unoccupied orbital energy (alpha / beta) (eV) = 2.689 / 2.688
- total charge = -1
- frontier orbital gap (alpha / beta) (hartree) = 0.1565 / 0.2680

Element x y z (Å)
1 Ag 2.0767 -0.4281 -0.5751
2 S -0.6623 -2.3517 -0.8165
3 O 4.0770 0.2673 -0.5366
4 O -1.4482 -2.3023 -2.0253
5 O 0.3832 -3.3442 -0.7462
6 N 4.2150 1.5065 -1.0708
7 N -2.0058 0.2216 -0.4074
8 N -4.3435 -3.5468 3.7131
9 N 0.1015 1.3426 -0.5480
10 N 0.0469 -0.9404 -0.4808
11 C -2.6061 1.4024 -0.3758
12 C 4.2027 1.6877 -2.4402
13 C -3.9938 -2.9478 1.3898
14 C -2.0983 -3.2904 2.8335
15 C -0.6622 0.2215 -0.4902
16 C 4.6832 4.0399 -2.1590
17 C -1.2470 -3.0229 1.7746
18 C -1.9166 2.5999 -0.4268
19 C -3.1400 -2.6729 0.3373
20 C 4.4345 2.9155 -2.9808
21 C 4.3925 2.5939 -0.2434
22 C -0.5361 2.5011 -0.5149
23 C -3.4805 -3.2454 2.6535
24 C -1.7708 -2.7049 0.5338
25 C 4.6268 3.8319 -0.7583
26 H -3.6894 1.3699 -0.2970
27 H 4.8791 5.0159 -2.5788
28 H -5.2678 -3.1598 3.6222
29 H 4.3181 2.3755 0.8113
30 H -3.9506 -3.3966 4.6273
31 H 4.7554 4.6632 -0.0761
32 H -0.1718 -3.0581 1.8985
33 H 4.4122 3.0205 -4.0585
34 H -3.5099 -2.4179 -0.6466
35 H 0.0934 3.3832 -0.5725
36 H -5.0680 -2.9348 1.2399
37 H -1.6972 -3.5472 3.8076
38 H 3.9903 0.7979 -3.0138
39 H -2.4226 3.5543 -0.4031

=====

Molecular formula: C4H3NO
Method: DFT, wB97M-V/def2-TZVPD

Calculated values
- electronic energy (hartree) = -283.985621
- lowest unoccupied orbital energy (eV) = -0.169
- frontier orbital gap (hartree) = 0.3904

Element x y z (Å)
1 O -0.3384 -1.4751 -0.3686
2 N -1.3184 0.5533 1.9301
3 C 0.4262 -0.2885 0.1504
4 C 0.7620 0.5466 -0.8029
5 C -0.5990 0.3180 1.0608
6 C 1.1914 0.8466 -1.9530
7 H 1.2906 1.5820 -2.6038
8 H -1.3271 -1.3785 0.5561
9 H 1.2886 -0.8112 0.7546